{
  "formula": "C18H42N6O6",
  "method": "ωB97M-V with the def2-TZVPD basis set",
  "species": ["C", "N", "C", "C", "O", "H", "H", "H", "H", "H", "H", "H", "C", "N", "C", "C", "O", "H", "H", "H", "H", "H", "H", "H", "C", "N", "C", "C", "O", "H", "H", "H", "H", "H", "H", "H", "C", "N", "C", "C", "O", "H", "H", "H", "H", "H", "H", "H", "C", "N", "C", "C", "O", "H", "H", "H", "H", "H", "H", "H", "C", "N", "C", "C", "O", "H", "H", "H", "H", "H", "H", "H"],
  "xyz": [[7.10, -1.23, -1.13], [5.77, -0.67, -1.01], [4.70, -1.35, -0.55], [3.39, -0.61, -0.54], [4.79, -2.47, -0.09], [7.21, -1.83, -2.04], [7.31, -1.88, -0.28], [7.83, -0.42, -1.18], [5.65, 0.28, -1.33], [3.19, 0.05, -1.41], [3.34, 0.10, 0.29], [2.53, -1.27, -0.60], [-0.84, -1.12, -0.35], [-0.06, -0.51, -1.41], [0.21, 0.82, -1.61], [0.28, 1.82, -0.48], [0.45, 1.19, -2.75], [-1.88, -0.82, -0.44], [-0.61, -0.63, 0.61], [-0.58, -2.15, -0.18], [-0.18, -0.87, -2.35], [1.30, 1.97, -0.14], [-0.38, 1.63, 0.36], [-0.01, 2.78, -0.92], [-3.73, 6.55, -0.07], [-3.90, 5.11, -0.07], [-3.32, 4.28, -0.97], [-3.81, 2.86, -0.94], [-2.55, 4.67, -1.83], [-2.67, 6.77, -0.21], [-3.97, 6.90, 0.94], [-4.34, 7.02, -0.83], [-4.56, 4.69, 0.56], [-4.64, 2.71, -0.26], [-2.98, 2.17, -0.75], [-4.16, 2.54, -1.92], [-5.59, -0.66, 4.00], [-4.52, -1.55, 3.61], [-3.82, -1.54, 2.46], [-4.28, -0.70, 1.31], [-2.80, -2.20, 2.32], [-5.22, 0.21, 4.55], [-6.31, -1.17, 4.63], [-6.11, -0.31, 3.12], [-4.07, -2.06, 4.36], [-4.47, -1.37, 0.46], [-3.47, -0.05, 0.98], [-5.21, -0.13, 1.33], [1.91, -4.37, -2.01], [1.03, -4.00, -3.12], [1.46, -3.49, -4.31], [0.38, -2.94, -5.21], [2.61, -3.59, -4.69], [2.82, -4.83, -2.37], [1.38, -5.09, -1.38], [2.09, -3.47, -1.43], [0.05, -3.93, -2.91], [0.06, -3.61, -6.00], [0.81, -2.05, -5.69], [-0.48, -2.58, -4.64], [1.30, -1.14, 3.20], [2.29, -0.10, 3.09], [1.95, 1.22, 3.15], [3.08, 2.17, 2.81], [0.84, 1.60, 3.47], [1.10, -1.37, 4.25], [1.58, -2.06, 2.70], [0.35, -0.83, 2.76], [3.26, -0.31, 2.92], [3.92, 2.01, 3.49], [2.72, 3.19, 2.88], [3.42, 2.02, 1.79]],
  "orbital_gap_ev": 9.74,
  "relative_energy_kj_mol": 96.6,
  "charge": 0,
  "smiles": "CNC(C)=O.CNC(C)=O.CNC(C)=O.CNC(C)=O.CNC(C)=O.CNC(C)=O"
}

***

{
  "formula": "C18H42O18",
  "method": "ωB97M-V with the def2-TZVPD basis set",
  "species": ["C", "O", "C", "O", "O", "C", "H", "H", "H", "H", "H", "H", "C", "O", "C", "O", "O", "C", "H", "H", "H", "H", "H", "H", "C", "O", "C", "O", "O", "C", "H", "H", "H", "H", "H", "H", "C", "O", "C", "O", "O", "C", "H", "H", "H", "H", "H", "H", "C", "O", "C", "O", "O", "C", "H", "H", "H", "H", "H", "H", "C", "O", "H", "H", "H", "H", "C", "O", "H", "H", "H", "H", "C", "O", "H", "H", "H", "H"],
  "xyz": [[-8.24, -11.07, -5.56], [-8.99, -10.47, -6.59], [-9.64, -11.39, -7.37], [-9.66, -12.60, -7.27], [-10.38, -10.72, -8.25], [-11.19, -11.33, -9.22], [-7.72, -10.32, -4.98], [-7.56, -11.80, -5.96], [-8.96, -11.58, -4.94], [-11.50, -10.59, -9.96], [-12.08, -11.87, -8.83], [-10.54, -12.03, -9.73], [-12.37, -14.51, -10.59], [-13.38, -13.63, -11.04], [-14.17, -14.07, -12.04], [-14.19, -15.16, -12.59], [-14.99, -13.06, -12.38], [-15.96, -13.22, -13.34], [-11.46, -14.35, -11.19], [-12.58, -15.57, -10.65], [-12.15, -14.22, -9.57], [-15.61, -13.80, -14.19], [-16.36, -12.24, -13.65], [-16.77, -13.78, -12.88], [-7.21, -12.51, -14.86], [-8.47, -13.00, -15.31], [-9.49, -13.21, -14.40], [-9.46, -13.17, -13.19], [-10.55, -13.47, -15.17], [-11.79, -13.67, -14.50], [-6.81, -13.16, -14.10], [-7.24, -11.47, -14.49], [-6.54, -12.50, -15.71], [-11.72, -14.49, -13.78], [-12.55, -13.89, -15.28], [-12.05, -12.71, -14.00], [-11.76, -18.51, -9.65], [-12.93, -17.89, -9.21], [-13.90, -18.58, -8.57], [-13.82, -19.74, -8.24], [-14.92, -17.79, -8.37], [-16.07, -18.34, -7.78], [-11.92, -18.84, -10.66], [-11.56, -19.35, -9.01], [-10.98, -17.72, -9.64], [-16.80, -17.58, -7.85], [-15.93, -18.70, -6.75], [-16.38, -19.20, -8.32], [-11.24, -12.15, -19.15], [-11.94, -11.68, -17.96], [-13.21, -12.07, -17.92], [-13.73, -12.86, -18.66], [-13.78, -11.36, -16.91], [-15.18, -11.46, -16.72], [-11.94, -12.10, -19.97], [-10.93, -13.17, -18.96], [-10.34, -11.58, -19.33], [-15.76, -11.06, -17.56], [-15.40, -10.88, -15.84], [-15.48, -12.48, -16.54], [-18.06, -11.76, -10.45], [-18.71, -12.75, -11.25], [-18.49, -10.78, -10.60], [-18.21, -12.01, -9.41], [-17.01, -11.68, -10.67], [-18.89, -12.37, -12.12], [-19.90, -10.05, -13.66], [-19.09, -11.25, -13.81], [-20.94, -10.33, -13.41], [-19.53, -9.56, -12.75], [-19.93, -9.45, -14.58], [-19.50, -11.85, -14.43], [-11.10, -15.62, -7.53], [-10.16, -15.16, -8.54], [-11.69, -16.33, -8.09], [-10.66, -16.04, -6.62], [-11.76, -14.82, -7.23], [-9.68, -14.41, -8.19]],
  "orbital_gap_ev": 10.42,
  "relative_energy_kj_mol": 0.0,
  "charge": 0,
  "smiles": "COC(=O)OC.COC(=O)OC.COC(=O)OC.COC(=O)OC.COC(=O)OC.CO.CO.CO"
}

***

{
  "formula": "C18H43F6GaNO6S2Si2",
  "method": "ωB97M-V with the def2-TZVPD basis set",
  "species": ["O", "O", "C", "C", "H", "H", "H", "H", "H", "C", "C", "H", "H", "H", "H", "H", "C", "C", "C", "H", "H", "H", "H", "H", "C", "H", "H", "H", "H", "H", "H", "Ga", "C", "Si", "H", "H", "C", "C", "C", "C", "Si", "H", "H", "C", "C", "C", "H", "H", "H", "H", "H", "H", "H", "H", "H", "H", "H", "H", "H", "H", "H", "H", "H", "H", "F", "C", "F", "F", "S", "O", "O", "N", "S", "O", "O", "C", "F", "F", "F"],
  "xyz": [[-1.58, -1.57, -0.19], [-0.36, -2.94, 1.28], [-2.89, -1.49, 0.45], [-3.93, -0.87, -0.43], [-2.78, -0.94, 1.39], [-3.18, -2.50, 0.77], [-3.67, 0.16, -0.72], [-4.88, -0.81, 0.12], [-4.13, -1.44, -1.34], [-1.54, -2.59, -1.27], [-2.16, -3.93, -1.03], [-0.49, -2.68, -1.55], [-2.06, -2.11, -2.11], [-1.79, -4.44, -0.13], [-1.92, -4.61, -1.88], [-3.26, -3.91, -0.98], [1.03, -3.23, 0.89], [-0.86, -3.15, 2.64], [1.12, -4.59, 0.30], [1.65, -3.09, 1.78], [1.31, -2.47, 0.16], [0.80, -5.39, 0.98], [2.16, -4.79, 0.03], [0.53, -4.68, -0.63], [-0.99, -4.61, 2.91], [-1.83, -2.65, 2.69], [-0.18, -2.65, 3.32], [-1.57, -5.14, 2.14], [-1.52, -4.75, 3.86], [-0.02, -5.09, 3.01], [-0.79, -2.08, 0.75], [0.32, 1.77, -0.41], [-0.03, 0.95, 1.46], [0.35, 1.35, 3.22], [-1.02, 1.31, 1.03], [0.63, 0.23, 0.88], [-1.10, 0.84, 4.29], [0.59, 3.15, 3.69], [1.91, 0.48, 3.82], [-0.68, 1.18, -2.09], [0.33, 0.49, -3.51], [-0.63, 2.29, -2.26], [-1.77, 1.00, -2.30], [-0.68, -0.68, -4.58], [1.82, -0.43, -2.85], [0.89, 1.87, -4.64], [1.96, -0.56, 3.47], [1.96, 0.46, 4.92], [2.81, 1.00, 3.46], [-2.04, 1.18, 3.85], [-1.03, 1.28, 5.30], [-1.16, -0.25, 4.43], [-0.12, 3.82, 3.20], [1.61, 3.49, 3.46], [0.46, 3.28, 4.78], [1.72, -1.52, -3.01], [1.94, -0.26, -1.78], [2.74, -0.11, -3.35], [1.48, 1.48, -5.48], [1.51, 2.60, -4.11], [0.03, 2.40, -5.07], [-0.19, -0.83, -5.55], [-1.68, -0.27, -4.77], [-0.79, -1.66, -4.12], [5.16, 1.90, -1.31], [4.48, 2.95, -1.79], [5.23, 4.06, -1.70], [4.14, 2.73, -3.07], [2.87, 3.25, -0.71], [2.17, 1.86, -0.74], [3.29, 3.49, 0.63], [1.85, 4.41, -1.35], [0.65, 4.73, -0.23], [-0.31, 3.54, -0.14], [1.13, 5.02, 1.09], [-0.57, 6.20, -0.74], [0.15, 7.32, -0.77], [-1.10, 5.94, -1.93], [-1.54, 6.30, 0.19]],
  "orbital_gap_ev": 7.43,
  "relative_energy_kj_mol": 85.9,
  "charge": 1
}

***

{
  "formula": "C18H43F6N5O4P",
  "method": "ωB97M-V with the def2-TZVPD basis set",
  "species": ["P", "F", "F", "F", "F", "F", "F", "C", "C", "N", "C", "C", "C", "C", "H", "H", "H", "H", "H", "H", "H", "H", "H", "H", "H", "H", "H", "H", "H", "C", "O", "N", "C", "C", "H", "H", "H", "H", "H", "H", "H", "C", "O", "N", "C", "C", "H", "H", "H", "H", "H", "H", "H", "C", "O", "N", "C", "C", "H", "H", "H", "H", "H", "H", "H", "C", "O", "N", "C", "C", "H", "H", "H", "H", "H", "H", "H"],
  "xyz": [[-0.97, -2.22, -0.15], [0.10, -3.42, 0.04], [-0.89, -1.76, 1.42], [0.16, -1.07, -0.55], [-2.15, -1.08, -0.46], [-1.16, -2.47, -1.72], [-2.09, -3.39, 0.22], [-4.85, 5.45, 3.36], [-3.40, 5.11, 3.65], [-3.24, 3.69, 3.93], [-3.37, 2.86, 2.76], [-2.37, 3.34, 1.67], [-1.95, 3.50, 4.65], [-2.10, 3.73, 6.13], [-5.04, 6.51, 3.51], [-5.63, 4.90, 3.90], [-5.00, 5.26, 2.29], [-2.68, 5.53, 2.94], [-3.21, 5.58, 4.62], [-3.30, 1.83, 3.11], [-4.37, 2.91, 2.33], [-1.32, 3.44, 1.94], [-2.40, 2.66, 0.82], [-2.57, 4.30, 1.19], [-1.09, 3.97, 4.16], [-1.83, 2.43, 4.51], [-3.07, 4.19, 6.37], [-1.44, 4.49, 6.56], [-2.00, 2.81, 6.70], [-8.30, 2.69, -2.68], [-9.11, 2.92, -3.59], [-7.00, 2.30, -2.96], [-5.97, 2.05, -2.00], [-6.44, 2.30, -4.28], [-8.55, 2.82, -1.62], [-6.57, 1.86, -1.11], [-5.27, 2.82, -1.67], [-5.32, 1.20, -2.18], [-6.01, 3.25, -4.58], [-5.58, 1.63, -4.37], [-7.21, 2.02, -5.00], [5.71, -4.91, -2.89], [6.44, -3.94, -2.89], [5.00, -5.20, -1.76], [4.39, -6.53, -1.55], [4.91, -4.24, -0.66], [5.74, -5.67, -3.69], [3.33, -6.54, -1.80], [4.58, -7.06, -0.61], [4.81, -7.25, -2.26], [3.93, -3.79, -0.55], [5.28, -4.75, 0.23], [5.47, -3.30, -0.76], [5.37, -2.07, 4.12], [6.45, -2.65, 3.83], [5.09, -0.82, 3.77], [3.78, -0.34, 4.17], [5.84, -0.05, 2.83], [4.52, -2.47, 4.70], [3.31, -0.88, 4.99], [3.17, -0.34, 3.27], [3.90, 0.66, 4.59], [6.01, 0.99, 3.11], [6.73, -0.59, 2.53], [5.18, 0.08, 1.97], [4.26, -2.47, -6.58], [5.29, -2.13, -6.10], [3.12, -2.46, -5.80], [1.99, -3.28, -6.20], [2.96, -1.65, -4.54], [4.21, -2.74, -7.64], [1.73, -3.96, -5.39], [1.97, -3.81, -7.15], [1.16, -2.59, -6.30], [3.25, -0.64, -4.82], [1.92, -1.62, -4.19], [3.75, -1.91, -3.83]],
  "orbital_gap_ev": 9.09,
  "relative_energy_kj_mol": 364.0,
  "charge": -1
}

***

{
  "formula": "C18H43N6O4P2",
  "method": "ωB97M-V with the def2-TZVPD basis set",
  "species": ["C", "C", "C", "C", "C", "C", "O", "O", "H", "H", "H", "H", "H", "H", "H", "O", "P", "N", "C", "C", "N", "C", "C", "N", "C", "C", "H", "H", "H", "H", "H", "H", "H", "H", "H", "H", "H", "H", "H", "H", "H", "H", "H", "H", "O", "P", "N", "C", "C", "N", "C", "C", "N", "C", "C", "H", "H", "H", "H", "H", "H", "H", "H", "H", "H", "H", "H", "H", "H", "H", "H", "H", "H"],
  "xyz": [[-6.90, 7.60, 2.59], [-6.18, 6.71, 2.96], [-5.29, 5.54, 3.23], [-5.64, 4.42, 2.20], [-5.40, 4.86, 0.72], [-4.08, 4.15, 0.26], [-3.01, 4.79, 0.37], [-4.21, 2.98, -0.14], [-7.59, 8.18, 2.00], [-4.23, 5.82, 3.18], [-5.51, 5.14, 4.24], [-5.11, 3.49, 2.42], [-6.73, 4.26, 2.31], [-5.32, 5.95, 0.60], [-6.27, 4.51, 0.14], [-1.41, 1.24, 4.15], [-1.16, 0.54, 2.82], [-2.76, 0.02, 2.55], [-3.20, -1.23, 1.97], [-3.65, 1.11, 2.12], [-0.13, -0.70, 3.52], [-0.73, -1.84, 4.20], [0.92, -0.14, 4.37], [-0.65, 0.04, 1.18], [0.05, -1.20, 0.88], [0.06, 1.15, 0.50], [-3.07, -1.26, 0.88], [-4.26, -1.37, 2.17], [-2.70, -2.09, 2.40], [-3.52, 1.34, 1.06], [-3.45, 2.02, 2.69], [-4.70, 0.86, 2.30], [-1.54, -1.55, 4.88], [0.03, -2.38, 4.77], [-1.10, -2.57, 3.48], [0.54, 0.11, 5.37], [1.34, 0.76, 3.93], [1.74, -0.86, 4.48], [1.05, -1.24, 1.31], [0.15, -1.30, -0.21], [-0.52, -2.07, 1.21], [1.06, 1.32, 0.94], [-0.51, 2.08, 0.60], [0.18, 0.96, -0.56], [3.33, -1.20, -1.45], [3.75, -1.66, -2.83], [2.22, -2.28, -3.31], [1.96, -3.46, -4.10], [1.26, -1.24, -3.64], [4.83, -2.91, -2.23], [4.29, -4.18, -1.79], [5.75, -2.41, -1.21], [4.43, -1.86, -4.48], [5.25, -2.98, -4.89], [5.09, -0.61, -4.92], [2.18, -3.31, -5.17], [0.91, -3.73, -4.02], [2.51, -4.33, -3.76], [1.45, -0.83, -4.65], [1.32, -0.41, -2.93], [0.24, -1.61, -3.60], [3.41, -4.07, -1.15], [5.04, -4.75, -1.23], [4.04, -4.83, -2.63], [5.28, -2.34, -0.23], [6.12, -1.41, -1.48], [6.62, -3.06, -1.14], [6.22, -3.02, -4.39], [5.44, -2.91, -5.97], [4.75, -3.94, -4.74], [6.02, -0.44, -4.37], [4.42, 0.24, -4.74], [5.30, -0.63, -5.99]],
  "orbital_gap_ev": 5.03,
  "charge": -1
}

***

{
  "formula": "C18H43N6O5P",
  "method": "ωB97M-V with the def2-TZVPD basis set",
  "species": ["C", "N", "C", "C", "O", "C", "P", "C", "C", "N", "H", "H", "H", "H", "H", "H", "H", "H", "H", "H", "H", "H", "H", "H", "H", "C", "N", "C", "C", "O", "H", "H", "H", "H", "H", "H", "H", "C", "N", "C", "C", "O", "H", "H", "H", "H", "H", "H", "H", "C", "N", "C", "C", "O", "H", "H", "H", "H", "H", "H", "H", "C", "N", "C", "C", "O", "H", "H", "H", "H", "H", "H", "H"],
  "xyz": [[-1.57, 3.91, -0.63], [-2.02, 2.64, -0.07], [-3.27, 2.19, -0.68], [-1.01, 1.74, 0.18], [0.15, 2.12, 0.30], [-1.34, 0.28, 0.37], [-1.64, -0.68, -1.20], [0.07, -0.98, -1.82], [0.77, 0.32, -2.26], [1.45, 0.11, -3.55], [-2.41, 4.61, -0.64], [-1.20, 3.77, -1.66], [-0.76, 4.32, -0.03], [-3.18, 2.16, -1.78], [-4.06, 2.90, -0.42], [-3.55, 1.20, -0.33], [-0.53, -0.15, 0.97], [-2.27, 0.18, 0.94], [-1.87, -1.92, -0.58], [-0.06, -1.62, -2.70], [0.69, -1.55, -1.13], [0.04, 1.14, -2.31], [1.53, 0.59, -1.53], [1.89, 0.98, -3.85], [0.75, -0.11, -4.26], [-6.69, 5.95, 2.26], [-5.54, 5.72, 1.42], [-4.21, 5.74, 2.00], [-5.65, 5.47, 0.10], [-4.70, 5.28, -0.63], [-6.64, 6.94, 2.73], [-6.76, 5.20, 3.05], [-7.60, 5.90, 1.66], [-3.59, 6.51, 1.53], [-3.71, 4.78, 1.86], [-4.29, 5.94, 3.07], [-6.69, 5.46, -0.26], [1.08, -5.73, -2.80], [-0.26, -5.25, -2.54], [-1.27, -5.35, -3.57], [-0.59, -4.68, -1.36], [-1.71, -4.24, -1.12], [1.52, -5.20, -3.65], [1.08, -6.80, -3.02], [1.71, -5.53, -1.93], [-1.65, -4.36, -3.84], [-2.12, -5.95, -3.22], [-0.84, -5.82, -4.45], [0.24, -4.63, -0.65], [4.01, -4.07, 2.41], [3.74, -4.08, 0.99], [4.67, -4.72, 0.09], [2.65, -3.48, 0.48], [2.39, -3.46, -0.72], [4.95, -3.55, 2.62], [4.08, -5.09, 2.80], [3.22, -3.54, 2.93], [5.06, -3.99, -0.63], [4.18, -5.51, -0.48], [5.49, -5.13, 0.67], [2.02, -2.99, 1.23], [4.32, 2.36, 3.26], [3.87, 1.20, 2.52], [3.02, 1.40, 1.35], [4.20, -0.04, 2.88], [3.86, -1.05, 2.28], [3.47, 2.92, 3.65], [4.91, 3.02, 2.63], [4.93, 2.03, 4.10], [2.06, 0.90, 1.47], [3.50, 1.01, 0.46], [2.84, 2.47, 1.22], [4.84, -0.08, 3.78]],
  "orbital_gap_ev": 8.93,
  "relative_energy_kj_mol": 0.0,
  "charge": 0,
  "smiles": "CN(C)C(=O)CPCCN.CN(C)C=O.CN(C)C=O.CN(C)C=O.CN(C)C=O"
}

***

Number 1: lowest unoccupied orbital energy 0.4 eV, HOMO -9.4 eV. Number 2: lowest unoccupied orbital energy 0.4 eV, HOMO -10.0 eV. Number 3: lowest unoccupied orbital energy -3.4 eV, HOMO -10.8 eV. Number 4: lowest unoccupied orbital energy 2.3 eV, HOMO -6.8 eV. Number 5: lowest unoccupied orbital energy 0.8 eV, HOMO -4.3 eV. Number 6: lowest unoccupied orbital energy 0.7 eV, HOMO -8.2 eV.